One molecule with the formula C2H3NO2S at a distorted geometry, computed with ωB97M-V/def2-TZVPD.

```
! RIJCOSX wB97M-V def2-TZVPD def2/J DEFGRID3
* xyz 0 1
O -2.3259 -0.1639 0.0391
C -1.1067 -0.0578 0.0486
N -0.2140 -1.0346 -0.1221
S 1.4412 -0.5281 0.0138
C 0.9159 1.1355 0.0722
O -0.4636 1.1784 -0.1068
H -0.6421 -2.0444 0.2438
H 1.4546 1.5846 -0.8520
H 1.0872 1.5693 1.0604
*
```

Computed properties:
- SMILES string = O=C1NSCO1
- LUMO level (eV) = 0.19
- DFT total energy (eV) = -18541.6144
- frontier orbital gap (eV) = 9.035
- strongest force on any atom (eV/A) = 5.0



C33H33FInN2O3Te as an isolated structure at a distorted geometry, computed with ωB97M-V/def2-TZVPD.

```
! RIJCOSX wB97M-V def2-TZVPD def2/J DEFGRID3
* xyz 1 1
In -0.2572 -0.5730 0.1716
C 0.3481 2.0595 6.6952
C 0.2368 1.9160 5.2036
C -0.0866 3.0076 4.3765
C -0.2353 2.9110 3.0074
C -0.4728 4.1850 2.1838
O -0.1765 4.2725 1.0157
C -1.0971 5.3707 2.8716
C -0.6877 6.6377 2.4663
C -1.2556 7.7693 3.0324
C -2.2582 7.6415 3.9882
C -2.6931 6.3802 4.3735
C -2.1134 5.2459 3.8193
C 0.0072 1.6159 2.3796
O -0.0345 1.4159 1.0976
C 0.3657 0.5226 3.2387
C 0.4697 0.6786 4.6018
C 0.5688 -0.7878 2.5597
N 1.5265 -1.0118 1.7329
C 2.5939 -0.0484 1.4211
C 3.8030 -0.1963 2.3726
Te 4.3450 -2.2326 2.8635
C 3.3746 -2.1495 4.7374
C 2.4574 -3.1405 5.0857
C 1.8118 -3.0950 6.3202
C 2.0907 -2.0707 7.2166
C 3.0186 -1.0909 6.8775
C 3.6591 -1.1287 5.6437
C -0.3883 -1.9248 2.8056
C -0.2723 -3.0817 2.0224
C -1.0996 -4.1696 2.2503
C -2.0510 -4.1228 3.2635
C -2.1892 -2.9703 4.0289
C -1.3685 -1.8731 3.7961
H 0.2339 3.0971 7.0087
H 1.3136 1.6887 7.0486
H -0.4251 1.4658 7.1915
H -0.1774 3.9873 4.8311
H 0.0803 6.7238 1.7068
H -0.9220 8.7536 2.7223
H -2.7086 8.5263 4.4246
H -3.4898 6.2777 5.1034
H -2.4818 4.2657 4.1004
H 0.7635 -0.1729 5.2167
H 2.2495 0.9871 1.4526
H 2.9113 -0.2780 0.4031
H 3.5802 0.2714 3.3314
H 4.6791 0.2733 1.9309
H 2.2446 -3.9477 4.3928
H 1.0924 -3.8652 6.5785
H 1.6005 -2.0435 8.1831
H 3.2543 -0.2999 7.5818
H 4.3937 -0.3693 5.3996
H 0.4921 -3.1250 1.2540
H -1.0014 -5.0577 1.6370
H -2.6734 -4.9874 3.4668
H -2.9321 -2.9269 4.8190
H -1.4752 -0.9889 4.4119
C -5.3629 -0.3705 2.8412
N -4.3863 -0.8788 1.8698
C -4.5735 -2.2036 1.2622
C -3.3316 -0.1687 1.5060
C -3.1845 1.2317 2.0263
O -2.4774 -0.6785 0.7290
H -6.0316 -1.1771 3.1188
H -5.9582 0.4427 2.4269
H -4.8645 -0.0134 3.7406
H -5.5557 -2.5812 1.5284
H -3.8076 -2.8937 1.6015
H -4.5003 -2.1286 0.1803
H -4.1018 1.8045 1.8905
H -2.3775 1.7209 1.4894
H -2.9538 1.2147 3.0955
F 0.7092 -1.8913 -0.7712
*
```

Computed properties:
- LUMO level (eV) = -4.70
- DFT total energy (eV) = -59057.5257
- frontier orbital gap (eV) = 5.297
- strongest force on any atom (eV/A) = 3.3



An isolated ion of composition C23H49BNO2 and charge +1 at a distorted geometry, computed with ωB97M-V/def2-TZVPD.

```
! RIJCOSX wB97M-V def2-TZVPD def2/J DEFGRID3
* xyz 1 1
C 6.2814 -1.5228 0.7447
C 4.9065 -0.7614 0.8349
C 4.4319 -0.2036 -0.5672
C 2.8890 0.1462 -0.4092
C 2.4344 1.4019 -1.2565
C 1.4068 2.2136 -0.3764
C 0.3566 3.0217 -1.2354
C -1.0599 2.8877 -0.5644
C -2.2437 3.1215 -1.5882
C -2.8675 1.7718 -2.0964
C -1.9630 1.0516 -3.1917
C -1.0265 -0.0329 -2.4919
C -1.3898 -1.5001 -2.9636
C -0.2826 -2.5539 -2.6371
C -0.5832 -3.6489 -1.5487
C -1.8842 -3.4970 -0.7154
N -1.8686 -2.4489 0.3676
C -2.9826 -1.4620 0.1647
C -3.2847 -0.7043 1.5265
C -2.0197 -0.5016 2.4438
B -2.0370 0.9944 3.0865
O -2.5167 2.0873 2.2897
O -1.5824 1.3118 4.3798
C -0.2293 0.9018 4.6261
C 0.8552 1.7931 3.9355
C -0.6268 -0.6447 1.7145
C -0.5741 -1.7645 0.5942
H 6.4623 -1.9854 1.7413
H 6.2159 -2.3233 -0.0278
H 7.1163 -0.8238 0.5300
H 4.1209 -1.4563 1.2194
H 4.9727 0.1289 1.5087
H 4.9881 0.7134 -0.8460
H 4.5017 -1.0140 -1.3269
H 2.2304 -0.7292 -0.6138
H 2.7593 0.4232 0.6665
H 3.2916 2.0471 -1.5380
H 1.9290 1.0266 -2.1746
H 1.9575 2.9368 0.2667
H 0.8605 1.4979 0.2877
H 0.3663 2.6351 -2.2844
H 0.6216 4.1044 -1.2461
H -1.0938 3.6265 0.2764
H -1.2216 1.8759 -0.1134
H -1.9588 3.7500 -2.4581
H -3.0346 3.6651 -1.0115
H -3.0282 1.1405 -1.1894
H -3.8763 1.9961 -2.5112
H -2.6001 0.5990 -3.9810
H -1.2905 1.8479 -3.5789
H -1.1714 0.1126 -1.3982
H 0.0398 0.2092 -2.7259
H -1.4475 -1.4211 -4.0787
H -2.4233 -1.7281 -2.6294
H 0.6341 -1.9952 -2.3132
H 0.0306 -3.0794 -3.5709
H -0.6701 -4.6307 -2.0783
H 0.3371 -3.7669 -0.9259
H -2.0669 -4.4836 -0.2184
H -2.7809 -3.3510 -1.3587
H -2.1131 -2.9094 1.2512
H -2.7846 -0.7708 -0.6772
H -3.9350 -1.9885 -0.0862
H -3.9935 -1.3732 2.0764
H -3.8257 0.2297 1.2749
H -2.0075 -1.1994 3.3229
H -1.7229 2.4802 1.9014
H -0.1251 -0.1896 4.4145
H -0.0724 1.0020 5.7278
H 1.2391 2.5953 4.6068
H 1.7006 1.1327 3.6166
H 0.5060 2.3094 3.0107
H -0.4347 0.3317 1.1963
H 0.2380 -0.8101 2.3848
H -0.1291 -1.2931 -0.3028
H 0.1488 -2.5529 0.9175
*
```

Computed properties:
- SMILES string = CCCCCCCCCCCCCCCC[N@H+]1CC[C@@H](B(O)OCC)CC1
- LUMO level (eV) = -2.72
- DFT total energy (eV) = -30901.5824
- frontier orbital gap (eV) = 9.781
- strongest force on any atom (eV/A) = 2.3



A 2-piece molecular cluster, C3H5NOS overall at a distorted geometry, computed with ωB97M-V/def2-TZVPD.

```
! RIJCOSX wB97M-V def2-TZVPD def2/J DEFGRID3
* xyz 0 1
C -0.4153 0.1727 0.1381
C 0.4035 -0.5240 -0.5796
C -1.9176 -0.0990 0.1662
N 2.3166 0.4032 0.0491
O 2.3159 1.6126 0.3016
S 3.4929 -0.6315 0.0912
H 0.0629 0.9828 0.6995
H 0.6619 -1.3542 -1.2921
H -2.1810 -1.2045 -0.1965
H -2.3159 0.1367 1.1706
H -2.4238 0.5052 -0.5482
*
```

Computed properties:
- LUMO level (spin up / spin down) (eV) = -0.49 / -0.49
- DFT total energy (eV) = -17559.1728
- frontier orbital gap (spin up / spin down) (eV) = 7.967 / 7.967
- strongest force on any atom (eV/A) = 3.2



C37H25ClN7O6Sn as an isolated structure, computed with ωB97M-V/def2-TZVPD.

```
! RIJCOSX wB97M-V def2-TZVPD def2/J DEFGRID3
* xyz -1 1
Sn 0.5827 1.0750 0.0881
C 0.4057 3.4478 -3.9667
C -0.5307 2.7485 -4.7285
C -1.4259 1.9156 -4.0978
C -1.3909 1.7939 -2.6979
N -0.4204 2.3818 -1.9830
C 0.4328 3.2019 -2.6091
N -2.4384 1.1147 -2.1069
C -2.5467 0.8839 -0.8471
N -1.7193 1.1585 0.2192
C -2.4072 0.8535 1.3846
N -2.1108 1.0017 2.6210
C -0.9371 1.5591 3.1162
C -0.6503 1.3100 4.4673
C 0.4652 1.8758 5.0409
C 1.2856 2.6951 4.2692
C 0.9438 2.8698 2.9425
N -0.1283 2.3157 2.3654
C -3.7267 0.2590 1.0297
C -4.7392 -0.2612 1.8099
C -5.8549 -0.7755 1.1545
C -5.9445 -0.7506 -0.2382
C -4.9183 -0.2115 -1.0101
C -3.8135 0.2798 -0.3437
H 1.1183 4.1247 -4.4207
H -0.5519 2.8582 -5.8071
H -2.1851 1.3658 -4.6403
H 1.1907 3.6571 -1.9799
H -1.3147 0.6618 5.0250
H 0.7048 1.6773 6.0788
H 2.1695 3.1661 4.6799
H 1.5682 3.4729 2.2877
H -4.6551 -0.2667 2.8909
H -6.6657 -1.2064 1.7303
H -6.8244 -1.1611 -0.7210
H -4.9669 -0.1765 -2.0926
O 2.7976 0.6896 1.9598
C 2.7569 0.0235 2.9761
C 1.6522 -0.7786 3.4866
C 1.8561 -1.3534 4.7352
C 0.8863 -2.1160 5.3424
C -0.3411 -2.3446 4.6876
C -0.5651 -1.8087 3.4584
C 0.4064 -0.9857 2.7865
O 0.1112 -0.5002 1.6590
N 1.1319 -2.6921 6.6462
O 0.2504 -3.3719 7.1550
O 2.2056 -2.4791 7.1949
H 3.6540 -0.0040 3.6312
H 2.7959 -1.1920 5.2508
H -1.0912 -2.9424 5.1871
H -1.5046 -1.9620 2.9416
O 2.0464 -1.4752 -1.7197
C 0.8296 -1.3779 -1.8468
O 0.0500 -0.5958 -1.1723
C 0.1229 -2.2186 -2.8946
C -1.2651 -2.2425 -2.9845
C -1.8869 -2.9988 -3.9715
C -1.1239 -3.7260 -4.8773
C 0.2637 -3.7028 -4.7899
C 0.8837 -2.9535 -3.7975
H -1.8425 -1.6571 -2.2837
H -2.9691 -3.0223 -4.0346
H -1.6094 -4.3065 -5.6553
H 0.8605 -4.2725 -5.4936
H 1.9619 -2.9176 -3.7006
Cl 4.0255 -0.2753 -5.2686
C 4.1840 0.4662 -3.7044
C 5.4207 0.6098 -3.1117
C 5.4784 1.1929 -1.8545
C 4.2997 1.6082 -1.2582
N 3.1095 1.4769 -1.8413
C 3.0503 0.9004 -3.0380
H 6.3126 0.2616 -3.6151
H 6.4244 1.3113 -1.3437
H 4.2983 2.0481 -0.2642
H 2.0721 0.7690 -3.4871
*
```

Computed properties:
- LUMO level (eV) = 2.00
- DFT total energy (eV) = -79847.0954
- frontier orbital gap (eV) = 7.095
- strongest force on any atom (eV/A) = 0.5



C4H6ClNO as an isolated structure at a distorted geometry, computed with ωB97M-V/def2-TZVPD.

```
! RIJCOSX wB97M-V def2-TZVPD def2/J DEFGRID3
* xyz 0 1
C -0.7395 -0.9831 -0.4851
C -1.2109 -0.8931 0.9620
C -0.0739 0.3543 -0.2673
C 1.8015 0.6497 -0.7429
N -0.2842 0.2320 1.1281
O -0.8548 -1.7555 -1.3808
Cl -0.9466 1.6711 -1.0994
H -2.2735 -0.6285 1.0113
H -1.0095 -1.7411 1.6137
H 2.2141 -0.3436 -0.7916
H 2.1734 1.2387 0.0767
H 1.7689 1.1585 -1.6898
H -0.5649 1.0405 1.6649
*
```

Computed properties:
- LUMO level (eV) = 0.50
- DFT total energy (eV) = -20303.0851
- frontier orbital gap (eV) = 9.830
- strongest force on any atom (eV/A) = 5.3



C14H36CdN15O9 as an isolated structure at a distorted geometry, computed with ωB97M-V/def2-TZVPD.

```
! RIJCOSX wB97M-V def2-TZVPD def2/J DEFGRID3
* xyz 1 1
Cd 1.0482 -2.3779 -0.2374
N 0.0849 0.7379 -0.7244
O 0.4430 -0.3235 -0.1723
O 0.6096 1.0982 -1.8056
O -0.8490 1.4138 -0.2768
C -1.4751 -2.6315 1.6693
O -0.6419 -2.9194 0.7844
N -1.8403 -1.3650 1.8569
N -1.9744 -3.5331 2.5466
H -1.3642 -0.6794 1.2871
H -2.4958 -1.1788 2.5932
H -2.6786 -3.3209 3.2270
H -1.6343 -4.4723 2.4298
C 3.7329 -0.9986 -1.3224
O 2.9007 -1.9160 -1.2297
N 5.0468 -1.1661 -1.0634
N 3.4347 0.2851 -1.6342
H 5.5876 -0.3287 -0.9853
H 5.3599 -2.0597 -0.7265
H 2.4826 0.6213 -1.7092
H 4.1007 0.9910 -1.8884
C -2.7796 2.3703 2.7376
O -3.6206 2.4571 3.6238
N -2.9277 2.8956 1.4906
N -1.6746 1.5842 2.8015
H -2.1871 2.7816 0.8258
H -3.7657 3.4443 1.4030
H -1.4998 1.0414 3.6277
H -0.9722 1.5991 2.0827
C 2.6674 -1.8928 2.6773
O 2.0723 -1.8750 1.5814
N 3.0076 -0.7889 3.3585
N 2.7949 -3.0743 3.3257
H 3.4090 -0.8048 4.2773
H 2.9678 0.1075 2.8781
H 2.4782 -3.9081 2.8676
H 3.0095 -3.1192 4.3059
C -0.1885 3.8128 -4.3552
O -0.4018 4.2892 -5.4590
N 0.9636 4.1320 -3.6422
N -0.8885 2.8300 -3.7633
H 1.1445 3.5972 -2.8141
H 1.6636 4.6885 -4.0938
H -1.6363 2.4352 -4.3091
H -0.6121 2.3664 -2.9166
C 0.0528 -2.2468 -3.3313
O 0.2522 -2.4496 -2.1110
N 0.0553 -1.0232 -3.8674
N -0.2590 -3.2417 -4.1830
H 0.2256 -0.1956 -3.3113
H 0.3542 -0.9970 -4.8292
H -0.3282 -4.1788 -3.8293
H -0.5378 -2.9892 -5.1121
C -4.2026 0.4831 -0.7245
C -3.9905 -0.8667 -1.4174
C -4.4831 -2.0844 -0.6237
C -5.9711 -2.1963 -0.5715
N -7.1072 -2.2531 -0.4234
H -5.2419 0.7495 -0.9337
H -3.4331 1.1981 -1.0018
H -4.2935 0.5139 0.3660
H -3.0021 -1.0308 -1.8500
H -4.6262 -0.8978 -2.3067
H -4.1577 -2.1871 0.4108
H -4.1947 -2.9819 -1.1769
N 3.2026 2.3054 3.7237
C 2.1044 2.1184 2.9251
C 2.4783 2.0612 1.6044
C 3.9054 2.1113 1.6430
C 4.3296 2.2102 2.9423
H 3.1465 2.5762 4.6893
H 1.1244 2.2173 3.3676
H 1.8641 2.1164 0.7241
H 4.5004 2.0442 0.7457
H 5.3312 2.2696 3.3323
*
```

Computed properties:
- LUMO level (eV) = -2.54
- DFT total energy (eV) = -60443.0518
- frontier orbital gap (eV) = 8.853
- strongest force on any atom (eV/A) = 2.7



strongest force on any atom of number 3 (C23H49BNO2)? 2.3 eV/A



Look up the strongest force on any atom of the fifth one. 0.5 eV/A



What is the formula in the third record? C23H49BNO2



What is the strongest force on any atom in the sixth record? 5.3 eV/A